This record from the Open Molecules 2025 dataset describes a 8-piece molecular cluster, C32H32F12O16 overall. The level of theory is wB97M-V/def2-TZVPD.

Structure (XYZ):
```
92
Properties=species:S:1:pos:R:3
O 0.212 -1.877 -4.866
C 1.102 -1.175 -4.614
O 1.328 -0.635 -3.415
C 2.247 0.510 -3.590
C 3.031 0.046 -4.878
F 4.125 -0.754 -4.466
O 2.080 -0.776 -5.495
H 1.763 1.528 -3.604
H 2.781 0.512 -2.654
H 3.361 0.811 -5.589
O -1.920 3.384 2.003
C -1.960 3.143 3.160
O -1.575 3.892 4.196
C -1.644 3.171 5.425
C -2.693 2.101 5.046
F -4.007 2.449 5.266
O -2.504 1.957 3.623
H -0.668 2.696 5.541
H -1.950 3.836 6.183
H -2.570 1.160 5.528
O 3.223 -1.960 -1.122
C 3.740 -2.632 -0.281
O 3.232 -3.741 0.390
C 4.165 -4.212 1.366
C 5.426 -3.345 1.099
F 6.361 -4.060 0.359
O 4.930 -2.276 0.267
H 3.656 -4.062 2.303
H 4.377 -5.233 1.120
H 5.873 -2.765 1.908
O 2.694 2.401 0.243
C 1.663 1.764 0.313
O 1.007 1.204 -0.683
C -0.300 0.816 -0.209
C -0.011 0.574 1.250
F 0.538 -0.681 1.409
O 1.011 1.479 1.490
H -1.029 1.559 -0.449
H -0.414 -0.148 -0.717
H -0.874 0.683 1.873
C 0.393 6.190 -2.078
C 1.878 6.399 -2.158
O 2.331 5.386 -3.074
C 3.587 5.466 -3.436
O 4.384 6.262 -3.093
C 3.822 4.361 -4.571
F 4.734 3.449 -4.213
F 2.711 3.686 -4.910
F 4.214 5.012 -5.640
H -0.021 6.855 -1.265
H 0.206 5.159 -1.721
H -0.066 6.439 -3.054
H 2.476 6.252 -1.193
H 2.161 7.384 -2.546
C 0.135 -3.350 -1.384
C -0.061 -3.783 0.065
O -1.413 -4.347 0.247
C -2.231 -3.413 0.656
O -2.036 -2.237 0.850
C -3.647 -4.089 0.927
F -4.072 -4.828 -0.092
F -3.460 -4.927 1.991
F -4.513 -3.161 1.257
H -0.604 -2.632 -1.718
H 0.132 -4.282 -1.970
H 1.146 -2.927 -1.487
H 0.157 -3.016 0.815
H 0.505 -4.635 0.307
F -0.477 -4.926 4.615
C -1.270 -3.839 4.516
C -2.704 -3.903 4.671
C -3.511 -2.832 4.474
C -2.816 -1.607 4.181
C -1.415 -1.533 4.083
C -0.625 -2.659 4.279
H -3.023 -4.888 5.031
H -4.588 -2.858 4.629
H -3.370 -0.673 4.061
H -0.839 -0.630 3.841
H 0.470 -2.686 4.281
F -3.599 -2.181 -1.808
C -3.361 -0.884 -1.922
C -4.005 -0.016 -1.024
C -3.879 1.333 -1.234
C -3.116 1.793 -2.269
C -2.375 0.897 -3.068
C -2.529 -0.466 -2.926
H -4.600 -0.489 -0.282
H -4.372 2.051 -0.564
H -2.995 2.860 -2.392
H -1.773 1.279 -3.893
H -1.885 -1.159 -3.515
```

Its total energy is -99073.2612 eV. As for the SMILES: O=C1OC[C@@H](F)O1.O=C1OC[C@@H](F)O1.O=C1OC[C@@H](F)O1.O=C1OC[C@@H](F)O1.CCOC(=O)C(F)(F)F.CCOC(=O)C(F)(F)F.Fc1ccccc1.Fc1ccccc1. The calculation puts the HOMO energy at -9.186 eV. The frontier orbital gap is 9.42 eV.

These are the Mulliken partial charges, in e, on atoms 1 to 5:
1 O -0.488
2 C 0.378
3 O 0.220
4 C -0.388
5 C 0.320